Molecular formula: C28H39CrN4O10P2
Method: DFT, ωB97M-V with the def2-TZVPD basis set

The geometry in ORCA input format:
```
! wB97M-V def2-TZVPD RIJCOSX def2/J DEFGRID3
* xyz 0 2
Cr 0.154 1.116 -0.420
P -0.134 2.383 -3.332
P 2.341 0.990 -2.999
O 3.378 2.096 -3.527
O 0.024 2.589 -1.836
O -0.680 -0.338 0.759
O 0.385 3.794 -3.932
O -0.039 -0.358 -1.765
O 2.789 -0.355 -3.414
O 1.499 0.703 0.877
O 0.989 1.353 -3.846
O -1.445 2.024 -3.907
O 2.096 1.249 -1.535
N -0.351 2.510 0.939
N 1.483 -2.526 -1.993
N -2.098 1.389 -0.768
N -0.026 -3.115 1.157
C -0.819 -2.778 2.147
C 2.181 -3.476 0.158
C -0.713 0.925 2.768
C -0.910 0.889 4.139
C 2.743 1.084 2.870
C -0.692 -0.300 2.020
C 2.724 1.189 1.336
C 2.596 -3.111 -1.282
C -0.834 -2.432 -2.592
C -0.653 3.860 0.488
C 0.375 -3.112 -2.318
C -1.128 -1.474 4.161
C -0.665 2.225 2.141
C 3.871 0.321 0.780
C -0.858 -1.523 2.775
C -1.115 -0.293 4.858
C -1.341 -0.258 6.348
C -1.974 3.862 -0.326
C 2.962 2.655 0.935
C -3.360 -1.314 -2.788
C 1.225 -2.449 0.801
C -1.915 -3.160 -3.130
C -2.718 0.738 -1.664
C -4.316 -3.410 -3.834
C -2.360 -0.564 -2.206
C -2.766 2.557 -0.211
C -1.021 -1.061 -2.167
C -3.166 -2.618 -3.267
H 3.732 1.335 3.259
H 1.041 -1.605 0.138
H 0.365 -4.202 -2.305
H 2.007 1.762 3.306
H 0.162 4.204 -0.142
H 4.840 0.745 1.055
H -0.920 1.832 4.678
H 1.690 -4.455 0.144
H 2.984 -3.994 -1.794
H -0.251 -3.958 0.649
H -1.434 -3.583 2.541
H 3.136 2.973 -3.199
H -3.690 1.108 -2.006
H -0.744 4.530 1.350
H 0.025 3.907 -4.823
H -1.731 -4.179 -3.457
H -1.752 4.030 -1.375
H 3.802 -0.694 1.187
H -3.737 2.703 -0.698
H -2.379 -0.001 6.574
H 3.084 -3.590 0.757
H -0.705 0.490 6.821
H 3.371 -2.347 -1.276
H 1.632 -2.023 1.718
H -2.957 2.339 0.845
H -4.949 -2.787 -4.465
H -1.129 -1.226 6.800
H -2.616 4.670 0.029
H 2.250 3.309 1.446
H -3.958 -4.250 -4.428
H 2.822 2.750 -0.141
H 3.781 0.280 -0.303
H -0.975 3.050 2.789
H 1.604 -1.540 -2.257
H 3.974 2.968 1.199
H 2.490 0.065 3.177
H -4.353 -0.880 -2.853
H -4.936 -3.808 -3.027
H -1.292 -2.407 4.691
*
```

* expectation value of S²: 0.83

Molecular formula: C28H39F5HfN3O2SbSi
Method: DFT, ωB97M-V with the def2-TZVPD basis set

The geometry in ORCA input format:
```
! wB97M-V def2-TZVPD RIJCOSX def2/J DEFGRID3
* xyz 2 1
Hf 0.033 -0.888 1.106
Sb -1.703 -2.094 -0.979
Si 2.029 -2.102 2.562
F -1.716 -1.542 6.291
F -3.839 0.089 6.829
F -3.743 1.685 2.396
F -4.837 1.690 4.889
F -0.641 -1.509 3.707
O -1.606 -0.019 1.860
O 1.826 -0.188 0.151
N -1.296 2.935 0.889
N 0.326 1.385 0.448
N 2.571 1.980 0.062
C 3.385 2.009 4.474
C 1.753 0.668 3.345
C 3.532 -2.665 1.574
C 4.219 0.898 4.538
C -2.223 -0.761 5.354
C 1.600 1.068 0.194
C -3.818 0.891 4.626
C 2.213 3.302 0.137
C -1.702 -0.743 4.081
C 0.932 -3.579 -0.525
C -1.947 -2.822 -3.008
C 1.708 -3.436 3.840
C -3.304 0.072 5.622
C -3.211 -2.201 -3.593
C 0.941 3.685 0.370
C -2.194 0.054 3.069
C -3.641 -2.481 -0.082
C -3.535 -3.005 1.346
C -0.508 -3.652 -0.013
C 3.969 1.533 -0.072
C 2.142 1.895 3.870
C -0.720 -2.572 -3.871
C -0.041 2.671 0.574
C 3.815 -0.316 3.998
C -3.262 0.881 3.356
C 2.569 -0.467 3.385
C -1.084 -5.055 -0.239
C -4.487 -1.212 -0.150
H 1.554 -4.309 -0.007
H 4.418 -2.592 2.210
H 3.452 -3.711 1.275
H 1.471 2.746 3.836
H 0.682 4.732 0.423
H 0.754 0.645 2.896
H 4.114 1.044 -1.032
H -4.098 -2.417 -2.998
H 4.485 -1.165 4.065
H 4.196 0.838 0.734
H -0.904 -2.982 -4.866
H 1.418 -2.599 -0.402
H -0.517 -5.785 0.342
H 0.974 -3.160 4.596
H -2.101 -3.891 -2.852
H -4.542 -3.092 1.760
H -3.116 -1.119 -3.704
H -3.377 -2.620 -4.588
H 3.696 2.951 4.907
H -4.597 -0.833 -1.167
H 1.371 -4.360 3.361
H 3.015 4.014 0.004
H -0.523 -1.505 -3.987
H 3.715 -2.066 0.680
H -0.514 -3.467 1.082
H -4.076 -3.249 -0.726
H -3.075 -3.987 1.412
H -2.131 -5.142 0.037
H -1.617 3.884 0.993
H -5.488 -1.414 0.237
H -0.990 -5.333 -1.290
H 0.179 -3.050 -3.481
H 5.186 0.978 5.019
H -2.982 -2.322 1.994
H 0.965 -3.813 -1.590
H -4.052 -0.414 0.460
H 4.617 2.401 0.002
H -1.951 2.181 1.049
H 2.645 -3.668 4.354
*
```

Molecular formula: C28H39N3O4
Method: DFT, ωB97M-V with the def2-TZVPD basis set

The geometry in ORCA input format:
```
! wB97M-V def2-TZVPD RIJCOSX def2/J DEFGRID3
* xyz 0 1
O -0.837 -5.745 -0.678
O 0.452 1.539 -2.449
O 0.390 -0.317 5.868
O 1.120 1.155 -5.226
N 1.121 0.811 4.046
N -0.230 3.037 2.908
N -0.704 -4.618 1.259
C -0.979 -3.398 3.315
C 1.051 -1.657 2.587
C -1.858 1.244 2.429
C 0.853 -1.119 -4.919
C -0.016 -3.341 -2.066
C 0.793 0.159 -4.363
C -1.336 2.259 -6.460
C -0.641 -2.346 4.140
C -0.432 5.550 2.641
C -0.082 2.919 4.353
C -1.173 4.120 -4.774
C 0.345 4.257 2.366
C -0.472 -3.399 -0.807
C 0.468 0.279 -2.993
C 0.240 -2.145 -2.837
C -0.810 2.672 -5.088
C 0.099 1.736 -1.096
C -1.569 2.744 2.420
C 0.184 -0.868 -2.272
C -0.323 -3.575 2.097
C -0.663 -4.681 -0.117
C 0.613 -0.282 4.672
C 1.241 1.447 -0.125
C 0.597 -2.251 -4.181
C 1.172 2.099 4.694
C 0.351 -1.441 3.772
C 0.712 2.495 -5.023
C 0.729 -2.718 1.766
H -1.811 0.836 3.435
H -2.854 1.062 2.034
H -1.762 -4.085 3.602
H -0.013 3.897 4.845
H -0.943 2.921 -7.229
H -1.057 -5.455 1.705
H -0.718 4.791 -5.499
H 1.501 0.391 -0.124
H 0.659 -3.223 -4.645
H 2.073 2.622 4.363
H 1.301 -2.901 0.869
H 1.880 -1.018 2.319
H 1.100 2.885 -4.079
H -1.413 5.518 2.173
H -0.797 1.157 -0.838
H -2.346 3.262 3.005
H 1.223 1.928 5.771
H -0.159 2.799 -1.046
H 0.437 4.126 1.283
H -0.823 4.397 -3.782
H 1.119 -1.186 -5.963
H 2.120 2.015 -0.418
H -0.564 5.708 3.708
H 1.060 0.860 3.041
H -1.138 0.712 1.812
H -1.631 3.103 1.389
H -1.260 2.023 -4.330
H -2.251 4.255 -4.809
H 0.944 1.749 0.876
H 1.354 4.348 2.776
H 0.116 6.396 2.235
H -1.030 1.242 -6.691
H -2.422 2.308 -6.483
H -0.069 -0.785 -1.228
H 1.182 3.036 -5.850
H -0.750 -2.516 -0.252
H 0.207 -4.280 -2.558
H -0.949 2.401 4.766
H -1.148 -2.197 5.081
*
```

* structure (SMILES): CCOc1cc(/C=C/C(=O)Nc2ccc(C(=O)NCCN(CC)CC)cc2)ccc1OCC(C)C

| no. | electronic energy (hartree) |
| --- | --- |
| 1 | -3789.27440 |
| 2 | -2481.70753 |
| 3 | -1555.58603 |